Density functional theory data (ωB97M-V/def2-TZVPD) for a cluster of 11 separate species, C43H86O13 in total.

Cartesian coordinates (Å):
C (-0.335479, -6.819188, -13.198134)
C (-0.059135, -5.495566, -12.514869)
C (-0.806088, -4.518362, -13.424281)
O (-0.693083, -5.061901, -14.733287)
C (-0.282696, -6.429740, -14.692008)
H (-1.323484, -7.219639, -12.966839)
H (0.388038, -7.597135, -12.949795)
H (1.010085, -5.284879, -12.490884)
H (-0.460294, -5.554225, -11.501447)
H (-0.361861, -3.526194, -13.355886)
H (-1.857375, -4.487793, -13.118976)
H (0.702746, -6.431170, -15.164997)
H (-0.947260, -7.098289, -15.244289)
C (-5.174302, -5.765830, -14.670324)
C (-4.061073, -6.693070, -15.137501)
C (-4.479982, -7.119029, -16.515537)
O (-5.894248, -7.269419, -16.395232)
C (-6.424240, -6.341477, -15.444423)
H (-5.049745, -4.765216, -15.086938)
H (-5.319504, -5.693966, -13.594430)
H (-3.910333, -7.522122, -14.444327)
H (-3.156042, -6.076473, -15.089951)
H (-3.948729, -8.053858, -16.696621)
H (-4.219275, -6.366843, -17.263315)
H (-7.072643, -6.900996, -14.776544)
H (-6.889189, -5.514745, -15.976444)
C (-9.180719, 1.146847, -13.299103)
C (-7.963220, 0.320872, -13.663522)
C (-7.147017, 0.172098, -12.352050)
O (-7.707021, 1.174534, -11.496315)
C (-8.599833, 2.026044, -12.201153)
H (-10.005789, 0.550192, -12.904459)
H (-9.537813, 1.731468, -14.147450)
H (-7.374359, 0.913556, -14.368329)
H (-8.206909, -0.637024, -14.116857)
H (-6.104701, 0.410353, -12.557124)
H (-7.296837, -0.847663, -12.007407)
H (-8.072808, 2.870047, -12.661689)
H (-9.364763, 2.405445, -11.524539)
C (-2.541570, 3.504336, -17.090974)
C (-2.729330, 1.983266, -17.112753)
C (-2.974047, 1.644955, -15.666484)
O (-2.169930, 2.548797, -14.901136)
C (-1.930409, 3.728944, -15.688918)
H (-3.493366, 4.037006, -17.083178)
H (-1.869814, 3.821875, -17.882065)
H (-1.757375, 1.536126, -17.354949)
H (-3.475468, 1.675234, -17.840012)
H (-2.684829, 0.646558, -15.343262)
H (-4.052508, 1.812509, -15.519436)
H (-0.846861, 3.786495, -15.829076)
H (-2.316974, 4.623427, -15.203644)
C (-1.009348, -3.521229, -7.011267)
C (-0.117513, -3.467140, -8.239143)
C (-0.966225, -4.230050, -9.289412)
O (-2.311929, -4.123344, -8.847811)
C (-2.379447, -3.353400, -7.647700)
H (-0.808617, -2.782496, -6.236045)
H (-0.968470, -4.504043, -6.532996)
H (0.883935, -3.882882, -8.142122)
H (-0.015201, -2.409930, -8.499210)
H (-0.641415, -5.272765, -9.292466)
H (-0.838139, -3.788261, -10.278667)
H (-3.161059, -3.711836, -6.982666)
H (-2.539824, -2.309386, -7.937865)
C (1.436342, 3.753898, -13.338986)
C (0.293738, 2.883486, -12.884792)
C (0.603188, 1.546280, -13.482937)
O (2.024156, 1.453821, -13.327228)
C (2.597140, 2.737610, -13.188025)
H (1.605905, 4.701994, -12.834504)
H (1.339378, 3.977848, -14.405911)
H (-0.669982, 3.266595, -13.232386)
H (0.158828, 2.873362, -11.798698)
H (0.354379, 1.534072, -14.551874)
H (0.093455, 0.692390, -13.034553)
H (3.396412, 2.909444, -13.913700)
H (3.066760, 2.879377, -12.207026)
C (-3.116740, -2.433428, -11.041864)
C (-2.757011, -0.992917, -11.268321)
C (-3.085479, -0.785099, -12.731315)
O (-4.039916, -1.774317, -13.060227)
C (-4.348342, -2.636295, -11.946272)
H (-3.261067, -2.696998, -9.992471)
H (-2.313888, -3.075387, -11.423899)
H (-1.699583, -0.814571, -11.059964)
H (-3.326034, -0.369686, -10.573353)
H (-2.180736, -0.866423, -13.343703)
H (-3.455117, 0.233025, -12.898828)
H (-4.381253, -3.666903, -12.290954)
H (-5.212062, -2.361642, -11.334223)
C (-2.207681, 3.482832, -9.667733)
C (-2.812955, 2.632195, -10.778407)
C (-3.476848, 3.709126, -11.601061)
O (-3.895076, 4.762731, -10.701040)
C (-3.045412, 4.749986, -9.560460)
H (-1.193588, 3.717403, -10.016976)
H (-2.041373, 3.021154, -8.691872)
H (-3.600479, 2.021834, -10.323880)
H (-2.120450, 2.024361, -11.353778)
H (-4.232661, 3.327809, -12.288086)
H (-2.760051, 4.213302, -12.260998)
H (-3.664318, 4.695960, -8.662871)
H (-2.354336, 5.595659, -9.531669)
C (-8.935520, -5.200687, -12.071109)
C (-7.966923, -4.036903, -12.238616)
C (-8.460189, -3.326034, -13.508912)
O (-8.740608, -4.498869, -14.306670)
C (-9.348673, -5.507897, -13.527177)
H (-9.843846, -4.795630, -11.619376)
H (-8.550908, -6.085761, -11.575400)
H (-6.949245, -4.397871, -12.401031)
H (-7.854657, -3.307845, -11.428457)
H (-7.714803, -2.829738, -14.129675)
H (-9.342409, -2.680568, -13.459584)
H (-9.068152, -6.499773, -13.886328)
H (-10.434375, -5.510508, -13.678671)
C (-4.241380, -2.163952, -16.071887)
C (-4.283541, -2.663336, -17.519416)
C (-5.239019, -1.677596, -18.195348)
O (-5.350587, -0.573044, -17.298660)
C (-5.389696, -1.194875, -15.992811)
H (-3.300235, -1.643744, -15.868952)
H (-4.172622, -2.950450, -15.320023)
H (-4.665211, -3.684385, -17.593020)
H (-3.302867, -2.611836, -17.986734)
H (-6.219750, -2.028120, -18.529941)
H (-4.763890, -1.328657, -19.117605)
H (-6.379695, -1.654318, -15.900786)
H (-5.257078, -0.460389, -15.201614)
C (-6.043774, -3.522551, -7.920202)
O (-6.824858, -2.430493, -7.473680)
C (-7.184753, -1.567426, -8.424026)
O (-7.028695, -1.752596, -9.597441)
O (-7.877376, -0.618950, -7.835173)
C (-8.371782, 0.447941, -8.626328)
H (-6.390575, -3.980494, -8.845692)
H (-6.088112, -4.308177, -7.166840)
H (-4.997082, -3.237561, -8.007275)
H (-8.770880, 0.038802, -9.552277)
H (-7.665059, 1.250836, -8.823211)
H (-9.216757, 0.935442, -8.138137)

Atoms 1-6, force components in eV/Å:
0.7 -0.3 -0.9
-0.5 -0.4 0.3
0.2 -0.7 0.6
-0.4 0.3 -0.3
0.0 0.0 0.6
-0.1 0.2 0.1

energy relative to the best compared isomer or geometry (same formula, charge and spin) = 0.0 kcal/mol
structure (SMILES) = COC(=O)OC.C1CCOC1.C1CCOC1.C1CCOC1.C1CCOC1.C1CCOC1.C1CCOC1.C1CCOC1.C1CCOC1.C1CCOC1.C1CCOC1
HOMO energy = -9.35 eV
maximum force = 2.34 eV/Å

Mulliken population analysis, charges in e, atoms 1 to 4: -0.67 -0.04 0.24 -0.49